ORCA calculation (wB97M-V/def2-TZVPD) on C45H118BeN9O13 as an isolated structure in a non-equilibrium geometry.

Summary:
ΔE to the lowest compared entry with this formula, charge and spin (kJ/mol): 604.98
Total charge: +1
Multiplicity: 1
HOMO (eV): -9.474

Last column: Löwdin charge in e.
Cartesian coordinates (Å):
Be  -4.1941  -1.2863  1.8535  0.99
C  -1.4195  -0.8909  -1.5719  -0.04
C  -0.9987  -0.2963  -0.2381  -0.53
C  -1.0186  1.2387  -0.2324  -0.05
O  -1.7990  -0.8168  0.7904  -0.29
H  -0.6757  -0.6505  -2.3428  0.04
H  -2.2334  -0.3234  -2.0369  0.06
H  -1.5834  -1.9645  -1.5486  0.07
H  0.0641  -0.5574  -0.1271  0.11
H  -0.7148  1.6343  0.7354  0.04
H  -1.9750  1.6714  -0.5325  0.06
H  -0.2952  1.5410  -0.9957  0.07
C  -4.1702  -3.1749  -0.7995  -0.12
O  -4.2377  -1.9045  -0.1805  -0.22
C  -4.8304  -0.8847  -0.9407  -0.19
C  -4.8654  0.4051  -0.1710  -0.19
N  -5.4137  0.2986  1.1648  -0.04
C  -5.2967  1.4878  2.0119  -0.14
C  -3.8961  1.8333  2.4530  -0.22
O  -3.2509  0.7022  2.8885  -0.21
C  -1.9596  0.9032  3.4510  -0.06
H  -3.4567  -3.0995  -1.6243  0.09
H  -5.1652  -3.3919  -1.1979  0.13
H  -3.8553  -3.9691  -0.1294  -0.03
H  -5.8842  -1.0510  -1.2145  0.14
H  -4.3984  -0.7513  -1.9363  0.13
H  -5.2714  1.2356  -0.7545  0.12
H  -3.8355  0.7763  -0.1376  0.11
H  -6.4168  0.1837  1.0564  0.15
H  -5.8643  1.2239  2.9076  0.13
H  -5.8056  2.3238  1.5246  0.15
H  -3.9764  2.5845  3.2415  0.14
H  -3.2942  2.2428  1.6379  0.12
H  -1.1424  1.1819  2.7856  0.08
H  -1.6339  -0.0494  3.8646  0.07
H  -2.0761  1.6263  4.2597  0.11
C  0.2584  -1.5010  8.2610  -0.11
O  1.1859  -1.1412  7.2501  -0.19
C  0.5308  -0.7449  6.0580  -0.24
C  1.6253  -0.2505  5.0942  -0.17
N  1.0467  0.4425  3.9291  -0.04
C  1.9722  0.6628  2.8279  -0.21
C  2.9387  1.8225  2.9439  -0.19
O  2.3349  3.1236  2.8401  -0.18
C  1.8857  3.5301  1.5668  -0.12
H  0.8568  -1.7806  9.1262  0.09
H  -0.4282  -2.3125  8.0081  0.08
H  -0.2789  -0.5690  8.4634  0.09
H  -0.2088  0.0466  6.2295  0.12
H  -0.0010  -1.5663  5.5679  0.10
H  2.0811  -1.2005  4.7959  0.11
H  2.2738  0.4482  5.6182  0.12
H  0.3270  -0.1919  3.6077  0.03
H  1.4085  0.9928  1.9470  0.10
H  2.5949  -0.1601  2.4607  0.10
H  3.7586  1.7258  2.2280  0.11
H  3.3946  1.8366  3.9361  0.12
H  1.3966  4.4967  1.6428  0.07
H  1.3557  2.8521  0.8869  0.06
H  2.8056  3.6603  0.9764  0.09
C  3.6564  1.0285  -3.8048  -0.09
O  2.2840  1.0884  -4.1161  -0.21
C  1.4553  -0.0340  -3.7447  -0.18
C  0.1403  -0.0589  -4.5160  -0.18
N  -0.8260  0.9002  -4.0059  -0.08
C  -2.1757  0.6514  -4.5817  -0.16
C  -3.1376  1.7851  -4.2304  -0.19
O  -3.5488  1.7497  -2.8679  -0.21
C  -4.2901  2.8838  -2.4795  -0.11
H  4.2459  1.7975  -4.3052  0.09
H  4.1063  0.1428  -4.2716  0.08
H  3.9301  1.0176  -2.7479  0.08
H  1.3507  0.1247  -2.6657  0.11
H  1.9767  -0.9877  -3.8506  0.06
H  -0.2838  -1.0642  -4.3807  0.08
H  0.2828  0.1520  -5.5760  0.14
H  -0.9765  0.7383  -3.0160  0.05
H  -2.4099  -0.3231  -4.1387  0.11
H  -2.0373  0.5679  -5.6591  0.13
H  -4.0453  1.7009  -4.8407  0.12
H  -2.7517  2.7523  -4.5635  0.13
H  -4.3679  3.0395  -1.4031  0.07
H  -5.2710  2.7833  -2.9524  0.10
H  -3.8342  3.8305  -2.7878  0.10
C  -2.5787  6.6919  4.4868  -0.07
C  -1.8098  5.4136  4.6474  -0.44
C  -1.2039  4.8964  3.3354  -0.20
O  -2.1288  4.9677  2.2725  -0.20
C  -1.6457  4.4568  1.0429  -0.10
N  -0.8062  5.5550  5.6995  0.04
H  -1.9880  7.6082  4.4233  0.08
H  -3.2929  6.8726  5.2942  0.08
H  -3.2549  6.7189  3.6302  0.07
H  -2.5039  4.6231  4.9478  0.13
H  -1.0019  3.8276  3.4799  0.12
H  -0.3149  5.4671  3.0468  0.13
H  -0.7114  4.9508  0.7722  0.08
H  -2.3352  4.5213  0.2020  0.09
H  -1.4688  3.3845  1.1772  0.04
H  -0.1929  6.3400  5.5124  0.07
H  -0.1879  4.7568  5.7883  0.07
C  0.8350  -3.0044  -3.6848  -0.08
C  2.1219  -3.6582  -4.1396  -0.39
C  2.9026  -2.6839  -5.0557  -0.22
O  2.1058  -2.3825  -6.1561  -0.19
C  2.7472  -1.7073  -7.2245  -0.07
N  2.8710  -3.9381  -2.9068  0.04
H  0.1715  -3.6359  -3.0898  0.07
H  0.2707  -2.6376  -4.5436  0.07
H  1.0029  -2.1759  -2.9922  0.06
H  1.9393  -4.6189  -4.6278  0.14
H  3.7753  -3.2351  -5.4316  0.13
H  3.2616  -1.8069  -4.5072  0.10
H  3.6124  -2.3018  -7.5437  0.09
H  3.1286  -0.7480  -6.8695  0.09
H  2.1413  -1.6733  -8.1258  0.09
H  3.7118  -4.4799  -3.0882  0.08
H  2.3525  -4.5771  -2.3130  0.07
C  1.6410  -2.8974  1.9841  -0.04
C  0.2667  -3.3324  2.4496  -0.41
C  0.3468  -4.5465  3.3659  -0.22
O  1.0144  -5.5817  2.6711  -0.18
C  1.1199  -6.7746  3.4170  -0.10
N  -0.4964  -2.2366  3.0562  0.06
H  2.3186  -2.8433  2.8398  0.09
H  1.6535  -1.9344  1.4711  0.05
H  2.1059  -3.5527  1.2468  0.08
H  -0.2290  -3.6991  1.5419  0.11
H  -0.6587  -4.9093  3.6242  0.12
H  0.7915  -4.2982  4.3365  0.13
H  1.6007  -6.6337  4.3893  0.09
H  1.7744  -7.4206  2.8338  0.09
H  0.1543  -7.2610  3.5802  0.09
H  -1.3730  -2.4712  3.5095  0.06
H  -0.7404  -1.6478  2.2574  0.03
C  0.5630  4.1522  -2.3060  -0.07
C  0.8711  4.6458  -3.7181  -0.42
C  2.2854  5.2249  -3.9137  -0.18
O  2.5911  6.3088  -3.0112  -0.18
C  2.1749  7.5215  -3.6141  -0.13
N  0.7770  3.4513  -4.5540  0.03
H  -0.4284  3.7257  -2.1523  0.06
H  0.6752  4.9980  -1.6143  0.07
H  1.3112  3.4179  -1.9966  0.08
H  0.0958  5.3425  -4.0470  0.13
H  2.4624  5.5156  -4.9487  0.12
H  2.9763  4.4270  -3.6301  0.12
H  2.5608  8.2299  -2.8760  0.09
H  1.0912  7.6264  -3.7108  0.08
H  2.6176  7.8085  -4.5720  0.09
H  1.5440  2.7849  -4.4424  0.04
H  -0.0143  2.8505  -4.3567  0.02
C  6.8830  0.6924  0.2508  -0.05
C  6.2287  -0.2935  1.2227  -0.43
C  5.0978  -1.0276  0.4946  -0.20
O  4.0373  -0.0951  0.2498  -0.19
C  3.1281  -0.7098  -0.6466  -0.13
N  7.2165  -1.2551  1.7468  0.02
H  7.5205  0.1375  -0.4367  0.08
H  7.5412  1.4033  0.7505  0.08
H  6.0161  1.1854  -0.1873  0.07
H  5.7816  0.1837  2.1013  0.13
H  4.7958  -1.9335  1.0273  0.12
H  5.4843  -1.3428  -0.4804  0.13
H  3.6156  -0.8823  -1.6119  0.08
H  2.2838  -0.0422  -0.8293  0.07
H  2.7025  -1.6773  -0.3688  0.07
H  7.8287  -0.7348  2.3705  0.07
H  6.8607  -1.9242  2.4244  0.07
C  -3.9981  -5.6630  0.6228  -0.02
C  -2.6973  -4.8677  0.5003  -0.39
C  -2.0293  -4.9637  -0.8730  -0.21
O  -1.8403  -6.2881  -1.2154  -0.15
C  -1.2322  -6.5365  -2.4571  -0.08
N  -3.0178  -3.5359  1.0170  -0.02
H  -4.4476  -5.6670  1.6128  0.10
H  -3.7725  -6.6859  0.3117  0.10
H  -4.6925  -5.3262  -0.1509  0.09
H  -1.9856  -5.3585  1.1758  0.15
H  -1.0797  -4.4174  -0.7667  0.13
H  -2.6014  -4.3668  -1.5969  0.10
H  -1.7223  -6.0766  -3.3202  0.10
H  -1.1840  -7.6200  -2.5293  0.10
H  -0.2158  -6.1280  -2.4799  0.08
H  -2.2608  -2.8743  0.7997  0.07
H  -2.9626  -3.6077  2.0283  0.08